The following is a DFT calculation (ωB97M-V with the def2-TZVPD basis set) of one molecule with the formula C7H9OPS2.

Geometry as XYZ:
```
20
Properties=species:S:1:pos:R:3:forces:R:3:mulliken_charge:R:1
C 3.04427 -1.07884 1.22917 0.8 1.8 -1.1 -0.608
O 1.64525 -0.83589 0.88761 -0.4 -0.3 0.4 -0.249
P 1.36490 0.00061 -0.44562 1.0 1.3 0.1 0.435
S 2.08541 -0.75231 -2.07625 0.1 0.6 0.5 -0.351
S 2.31107 2.20804 0.28740 -1.8 -2.5 1.0 -0.335
C -0.41239 0.27172 -0.54638 -0.6 -3.7 3.1 0.472
C -1.29035 -0.64633 0.18223 2.6 1.0 1.6 -0.369
C -2.64222 -0.47324 0.12499 -1.0 -2.7 -0.6 -0.416
C -3.18943 0.53627 -0.59953 0.1 3.2 -1.2 -0.308
C -2.35782 1.41789 -1.34210 -0.4 -0.5 0.7 -0.492
C -0.97330 1.16384 -1.36138 -1.3 1.8 -1.8 -0.303
H 3.45889 -0.03785 1.14571 0.3 -1.0 0.6 0.255
H 3.50713 -1.61695 0.37167 -0.3 -0.2 1.0 0.304
H 3.22691 -1.48049 2.25746 -0.8 0.1 -1.2 0.221
H 2.71500 2.29332 -0.91455 0.8 0.4 -2.1 0.161
H -0.88255 -1.26904 1.04453 -0.3 0.4 -1.8 0.274
H -3.34186 -1.31973 0.35952 0.8 1.1 0.8 0.286
H -4.24126 0.77626 -0.46073 0.0 -0.3 -0.5 0.355
H -2.73262 2.32661 -1.85522 0.1 -1.0 0.2 0.326
H -0.36642 1.66473 -2.09748 0.2 0.5 0.1 0.339
```
Positions in Å, forces in eV/Å.

Calculated values
Electronic energy in eV: -40411.35928
SMILES: CO[P@](=S)(S)c1ccccc1
LUMO in hartree: -0.0132
Kohn-Sham gap in eV: 8.63
ΔE to the lowest compared entry with this formula, charge and spin in kcal/mol: 0.0
F_max in eV Å⁻¹: 4.85